(1)
Molecular formula: C43H44AsBrN4O7Zn
Method: DFT, ωB97M-V/def2-TZVPD

```
! RIJCOSX wB97M-V def2-TZVPD def2/J DEFGRID3
* xyz 0 1
Zn -0.0446 -0.4215 0.9792
C -5.8819 -0.6680 -3.9830
C -4.5231 -1.0134 -4.6077
C -4.4902 -2.5090 -4.9533
C -4.3755 -0.2195 -5.9062
C -3.4099 -0.6969 -3.6104
C -3.3807 -1.3336 -2.3770
C -2.3867 -1.0283 -1.4756
Br -2.4502 -1.9350 0.2025
C -1.3523 -0.0946 -1.6950
O -0.4635 0.2034 -0.7632
C -1.3515 0.5131 -2.9740
C -2.3875 0.2065 -3.8602
C -0.3013 1.5174 -3.4941
C -0.9635 2.8969 -3.6446
C 0.9363 1.6942 -2.6157
C 0.2144 1.0467 -4.8666
H -6.6912 -0.8973 -4.6811
H -5.9317 0.3943 -3.7346
H -6.0566 -1.2351 -3.0670
H -5.2854 -2.7527 -5.6630
H -4.6314 -3.1287 -4.0661
H -3.5322 -2.7787 -5.4032
H -5.1910 -0.4788 -6.5844
H -3.4350 -0.4479 -6.4127
H -4.4205 0.8573 -5.7280
H -4.1331 -2.0621 -2.1015
H -2.3822 0.7127 -4.8140
H -1.3089 3.2606 -2.6737
H -1.8209 2.8676 -4.3185
H -0.2434 3.6186 -4.0408
H 0.6927 2.1296 -1.6520
H 1.6288 2.3687 -3.1275
H 1.4490 0.7483 -2.4413
H -0.5723 0.9800 -5.6175
H 0.6816 0.0631 -4.7791
H 0.9660 1.7494 -5.2357
C 4.1640 2.4784 5.2246
C 2.7856 2.3196 5.2878
C 2.0597 2.0664 4.1339
C 2.7133 1.9758 2.9068
C 4.0940 2.1294 2.8447
C 4.8169 2.3814 4.0046
As 1.6319 1.5972 1.3385
C 0.7081 3.2877 1.1379
C 1.2674 4.4817 1.5847
C 0.5769 5.6744 1.4253
C -0.6775 5.6767 0.8305
C -1.2442 4.4863 0.3987
C -0.5556 3.2910 0.5531
C 2.9885 1.6097 -0.0462
C 3.4586 0.3763 -0.4866
C 4.4480 0.3088 -1.4579
C 4.9647 1.4775 -1.9987
C 4.4918 2.7100 -1.5680
C 3.5069 2.7772 -0.5928
H 4.7290 2.6734 6.1276
H 2.2721 2.3816 6.2388
H 0.9903 1.9081 4.1962
H 4.6108 2.0586 1.8963
H 5.8916 2.5038 3.9510
H 2.2364 4.4798 2.0689
H 1.0157 6.6011 1.7725
H -1.2171 6.6080 0.7118
H -2.2274 4.4845 -0.0550
H -0.9965 2.3629 0.2106
H 3.0302 -0.5389 -0.0916
H 4.8038 -0.6542 -1.8025
H 5.7301 1.4283 -2.7629
H 4.8872 3.6221 -1.9972
H 3.1314 3.7408 -0.2702
C 2.7846 -1.4101 2.9619
C 2.0714 -2.3778 2.0859
N 1.1026 -2.1258 1.2171
C 0.7721 -3.3304 0.6224
C 1.5443 -4.3137 1.1447
N 2.3600 -3.6915 2.0629
H 2.0869 -0.7438 3.4706
H 3.4762 -0.7979 2.3795
H 3.3610 -1.9444 3.7176
H 0.0023 -3.3965 -0.1258
H 1.5864 -5.3719 0.9546
H 2.9916 -4.1456 2.7017
O 0.1413 -0.3528 4.5792
C -0.5869 -0.8017 3.7049
O -1.0379 -0.1838 2.6698
C -0.9831 -2.2660 3.7808
C -0.0617 -3.1781 4.2695
C -0.3531 -4.5277 4.2055
C -1.5613 -5.0099 3.7412
C -2.4719 -4.0702 3.3007
C -2.2022 -2.7132 3.2905
N -3.7730 -4.5452 2.7813
O -3.9574 -5.7464 2.7491
O -4.5680 -3.7036 2.4171
N 0.6791 -5.4969 4.6118
O 0.3449 -6.6497 4.7732
O 1.8266 -5.0855 4.7143
H 0.8753 -2.8335 4.6813
H -1.7804 -6.0653 3.7098
H -2.9270 -2.0135 2.8983
*
```

For the largest force on an atom, the calculation gives 0.3 eV/A. Its total energy is -244895.4512 eV. The LUMO energy is -0.0383 Eh.

***

(2)
Molecular formula: C43H44BrN11RbSbSe
Method: DFT, ωB97M-V/def2-TZVPD

```
! RIJCOSX wB97M-V def2-TZVPD def2/J DEFGRID3
* xyz -2 1
Rb 2.0269 -1.3997 -0.1249
C 0.9595 -3.0657 3.9438
C 1.1749 -1.5919 3.8160
C 0.1019 -0.7123 3.8879
C 0.2807 0.6562 3.7503
C -0.8938 1.5842 3.8471
C 1.5671 1.1507 3.5808
C 2.6608 0.2957 3.5410
C 4.0609 0.8213 3.4213
C 2.4494 -1.0739 3.6393
H 0.4118 -3.4306 3.0773
H 0.3886 -3.2962 4.8437
H 1.9082 -3.5932 3.9696
H -0.8910 -1.0948 4.0687
H -1.7067 1.2662 3.1980
H -0.6122 2.5978 3.5735
H -1.2730 1.5915 4.8693
H 1.7256 2.2172 3.4887
H 4.7225 0.2855 4.1031
H 4.0997 1.8841 3.6525
H 4.4294 0.6731 2.4059
H 3.2932 -1.7497 3.5895
C 6.1015 4.9576 0.2237
C 4.7023 4.4735 0.0230
C 3.8806 4.9105 -1.0107
C 2.6450 4.3144 -1.1992
C 2.3144 3.2764 -0.3464
Br 0.6905 2.3050 -0.5874
N 3.0431 2.8786 0.6708
C 4.2077 3.4706 0.8503
H 6.2905 5.8817 -0.3162
H 6.7638 4.1881 -0.1723
H 6.3243 5.0887 1.2841
H 4.2096 5.6819 -1.6926
H 1.9911 4.6057 -2.0062
H 4.7970 3.1080 1.6832
N 0.8390 -4.4943 -1.5963
C -0.0181 -3.5006 -2.0451
N -0.6226 -3.5581 -3.2395
N -1.3740 -2.4733 -3.2845
N -1.2256 -1.7925 -2.1947
N -0.3659 -2.4065 -1.3669
C 1.8050 -4.1100 -0.6602
N 3.0693 -3.8169 -0.9824
N 3.6372 -3.5125 0.1768
N 2.7657 -3.6093 1.1354
N 1.5892 -3.9817 0.6485
H 1.2651 -4.9504 -2.3960
C -2.0794 1.0866 -3.3197
C -3.5330 0.9083 -3.0319
C -4.4868 1.3029 -3.9620
C -5.8377 1.1470 -3.7101
C -6.2467 0.5831 -2.5152
C -5.3010 0.1690 -1.5917
C -3.9461 0.3237 -1.8373
Sb -2.4957 -0.3671 -0.3605
C -3.9020 0.4920 1.1706
C -4.8654 -0.2541 1.8338
C -5.7050 0.3137 2.7797
C -5.5912 1.6575 3.0817
C -4.6378 2.4180 2.4301
C -3.7980 1.8486 1.4830
C -2.7737 2.7030 0.8037
C -3.3831 -2.3244 -0.2257
C -4.1046 -2.8240 -1.2947
C -4.6478 -4.0963 -1.2494
C -4.4834 -4.8759 -0.1180
C -3.7268 -4.3951 0.9378
C -3.1491 -3.1330 0.8819
C -2.2501 -2.6585 1.9792
H -1.9188 1.5702 -4.2812
H -1.6057 0.1067 -3.3255
H -1.5986 1.6752 -2.5369
H -4.1629 1.7426 -4.8980
H -6.5679 1.4760 -4.4396
H -7.3012 0.4603 -2.3031
H -5.6281 -0.2855 -0.6649
H -4.9697 -1.3093 1.6106
H -6.4526 -0.2893 3.2814
H -6.2411 2.1128 3.8189
H -4.5525 3.4731 2.6647
H -2.9323 3.7549 1.0370
H -2.8233 2.5694 -0.2758
H -1.7651 2.4293 1.1150
H -4.2216 -2.2177 -2.1821
H -5.1932 -4.4765 -2.1032
H -4.9229 -5.8665 -0.0705
H -3.5701 -5.0078 1.8189
H -2.2891 -3.3299 2.8362
H -2.5339 -1.6531 2.2917
H -1.2257 -2.6225 1.5999
Se 5.5081 2.1964 -2.3134
C 6.2126 1.0827 -3.6401
C 6.9192 1.6257 -4.7127
C 7.4360 0.7779 -5.6675
N 7.3124 -0.5457 -5.6381
C 6.6341 -1.0550 -4.6144
C 6.0681 -0.3050 -3.6026
H 7.0519 2.6971 -4.7798
H 7.9908 1.1665 -6.5182
H 6.5489 -2.1377 -4.6158
H 5.5268 -0.7860 -2.7942
*
```

For the largest force on an atom, the calculation gives 2.7 eV/A. Its total energy is -204279.7519 eV. The LUMO energy is 0.1345 Eh.